[1]
The following is a DFT calculation (ωB97M-V/def2-TZVPD) of C18H39BIrN6O3SSi as an isolated structure.

Results
- ⟨S²⟩ = 6.021
- spin multiplicity = 5
- energy above the lowest of the compared OMol25 structures with the same formula, charge and spin (kcal per mole) = 0.0
- charge = +1
- Kohn-Sham gap (alpha / beta) (eV) = 8.08 / 4.56
- F_max (eV/Å) = 0.63

Last column: Löwdin charge in e.
CARTESIAN COORDINATES (ANGSTROEM)
Ir: 1.748 -0.195 -0.837  0.973
B: 4.369 2.329 -1.192  -0.394
N: 4.737 0.895 -1.175  -0.046
C: 6.060 0.488 -1.162  -0.037
C: 6.086 -0.862 -1.270  -0.009
C: 4.721 -1.238 -1.342  -0.089
N: 3.926 -0.178 -1.278  -0.087
N: 2.943 2.729 -1.294  -0.043
C: 2.549 4.051 -1.293  -0.033
C: 1.194 4.093 -1.365  -0.011
C: 0.801 2.736 -1.405  -0.101
N: 1.857 1.931 -1.372  -0.083
H: 5.005 2.876 -2.117  0.180
H: 4.892 2.900 -0.219  0.174
H: 6.858 1.211 -1.092  0.137
H: 6.951 -1.503 -1.298  0.114
H: 4.282 -2.219 -1.461  0.092
H: 3.280 4.843 -1.238  0.137
H: 0.564 4.967 -1.382  0.117
H: -0.189 2.304 -1.426  0.099
C: -2.789 0.806 -1.935  -0.017
C: -1.779 -0.329 -2.058  -0.621
C: -2.491 -1.675 -2.044  -0.018
C: -0.962 -0.170 -3.328  -0.029
O: -0.827 -0.272 -0.954  -0.282
Si: -1.062 -0.255 0.700  -0.130
S: 0.959 -0.290 1.379  0.318
O: -1.882 1.086 1.061  -0.142
C: -1.879 2.114 2.073  -0.635
C: -0.775 3.106 1.737  -0.029
C: -3.243 2.773 1.997  -0.022
C: -1.658 1.485 3.438  -0.028
O: -1.917 -1.569 1.087  -0.138
C: -1.899 -2.698 1.979  -0.638
C: -0.853 -3.686 1.480  -0.035
C: -3.288 -3.305 1.909  -0.021
C: -1.577 -2.239 3.392  -0.026
H: -3.527 0.720 -2.735  0.100
H: -2.307 1.782 -2.025  0.084
H: -3.310 0.770 -0.978  0.086
H: -3.115 -1.773 -2.934  0.099
H: -3.124 -1.778 -1.161  0.084
H: -1.769 -2.497 -2.042  0.081
H: -1.629 -0.076 -4.187  0.100
H: -0.315 -1.033 -3.506  0.071
H: -0.336 0.723 -3.281  0.072
H: -0.967 3.562 0.762  0.078
H: 0.194 2.602 1.712  0.064
H: -0.736 3.900 2.486  0.097
H: -3.419 3.155 0.990  0.089
H: -3.303 3.606 2.701  0.095
H: -4.027 2.054 2.238  0.093
H: -0.675 1.010 3.495  0.066
H: -2.428 0.737 3.637  0.084
H: -1.713 2.249 4.216  0.098
H: -1.071 -3.967 0.444  0.085
H: -0.862 -4.594 2.085  0.097
H: 0.144 -3.239 1.550  0.061
H: -3.518 -3.613 0.887  0.087
H: -4.032 -2.573 2.227  0.094
H: -3.356 -4.178 2.562  0.096
H: -0.610 -1.733 3.428  0.063
H: -1.540 -3.100 4.063  0.098
H: -2.348 -1.557 3.756  0.084
N: 2.206 -3.367 -1.191  -0.025
N: 1.201 -2.355 -1.333  -0.158
H: 1.787 -4.282 -1.321  0.088
H: 2.524 -3.318 -0.228  0.077
H: 0.403 -2.523 -0.726  0.039
H: 0.866 -2.356 -2.289  0.076

---

[2]
The following is a DFT calculation (ωB97M-V/def2-TZVPD) of a 2-piece molecular cluster, C5H14NO overall in a non-equilibrium geometry.

Results
- ⟨S²⟩ = 0.754
- spin multiplicity = 2
- energy above the lowest of the compared OMol25 structures with the same formula, charge and spin (kcal per mole) = 75.5
- charge = +2
- Kohn-Sham gap (alpha / beta) (eV) = 8.42 / 6.45
- F_max (eV/Å) = 2.17

Last column: Löwdin charge in e.
CARTESIAN COORDINATES (ANGSTROEM)
C: -0.953 0.667 0.494  -0.162
O: -0.645 1.817 -0.310  -0.052
C: -0.518 -0.624 -0.091  0.169
C: 0.805 -1.041 -0.308  -0.147
C: 1.041 -2.569 0.034  -0.170
C: 0.985 -2.746 1.565  -0.052
N: -1.072 4.537 -1.538  0.517
H: -0.557 0.847 1.502  0.164
H: -2.029 0.711 0.648  0.143
H: -0.034 1.637 -1.043  0.109
H: -1.308 -1.246 -0.526  0.173
H: 1.476 -0.455 0.334  0.151
H: 1.227 -0.863 -1.317  0.197
H: 1.987 -2.855 -0.405  0.121
H: 0.292 -3.149 -0.516  0.124
H: 0.725 -3.769 1.819  0.097
H: 0.148 -2.122 1.918  0.076
H: 1.882 -2.358 2.042  0.097
H: -0.462 3.975 -0.934  0.120
H: -1.089 5.563 -1.484  0.169
H: -1.899 4.040 -1.885  0.157

---

[3]
The following is a DFT calculation (ωB97M-V/def2-TZVPD) of a 2-piece molecular cluster, C3H7S overall in a non-equilibrium geometry.

Results
- spin multiplicity = 1
- energy above the lowest of the compared OMol25 structures with the same formula, charge and spin (kcal per mole) = 17.9
- charge = -1
- Kohn-Sham gap (eV) = 6.58
- F_max (eV/Å) = 2.02

Last column: Löwdin charge in e.
CARTESIAN COORDINATES (ANGSTROEM)
S: -0.181 1.007 1.950  -0.311
H: 0.273 2.227 1.637  -0.487
C: 0.570 -1.842 -0.898  -0.138
C: -0.216 -0.858 -1.683  -0.274
C: -0.075 0.475 -1.606  -0.052
H: 1.488 -2.058 -1.470  0.066
H: 0.901 -1.515 0.084  0.051
H: 0.046 -2.801 -0.855  0.058
H: -0.916 -1.152 -2.461  0.071
H: -0.739 1.106 -2.183  0.037
H: 0.400 0.883 -0.716  -0.022

---

[4]
The following is a DFT calculation (ωB97M-V/def2-TZVPD) of C13H18N5O6PdS as an isolated structure in a non-equilibrium geometry.

Results
- ⟨S²⟩ = 2.010
- spin multiplicity = 3
- energy above the lowest of the compared OMol25 structures with the same formula, charge and spin (kcal per mole) = 123.2
- charge = +1
- Kohn-Sham gap (alpha / beta) (eV) = 8.79 / 5.94
- F_max (eV/Å) = 1.62

Last column: Löwdin charge in e.
CARTESIAN COORDINATES (ANGSTROEM)
Pd: 0.556 0.587 -0.626  1.052
N: 1.832 1.172 1.201  0.010
N: 2.086 0.141 2.134  -0.011
C: -0.354 -0.042 2.273  -0.759
N: -0.374 0.963 3.219  0.144
S: -1.877 -0.978 1.833  1.035
H: 2.705 1.520 0.823  0.118
H: 1.315 1.956 1.600  0.110
H: 2.307 0.507 3.053  0.140
H: -0.040 0.663 4.125  0.120
H: -1.232 1.494 3.271  0.121
O: 1.098 -1.338 3.539  0.030
C: 0.989 -0.825 2.273  -0.484
O: -0.963 0.285 1.067  -0.469
C: 1.037 -2.013 1.201  -0.252
N: 1.228 -3.264 1.939  -0.029
C: 2.423 -3.964 1.444  -0.166
C: 2.609 -3.460 0.019  -0.152
C: 2.199 -1.992 0.164  -0.149
H: 0.069 -2.041 0.697  0.084
H: 0.407 -3.850 1.931  0.135
H: 1.301 -2.294 3.412  0.099
H: 2.289 -5.041 1.507  0.126
H: 3.285 -3.688 2.056  0.124
H: 1.945 -3.995 -0.662  0.119
H: 3.634 -3.568 -0.331  0.120
H: 1.908 -1.580 -0.815  0.090
H: 3.035 -1.426 0.564  0.109
O: 0.109 4.543 -1.079  0.133
C: 0.115 3.366 -1.342  -0.559
O: 1.111 2.556 -1.100  -0.095
C: -1.107 2.744 -2.030  -0.121
C: -2.161 3.588 -2.345  0.027
C: -3.283 3.098 -2.994  0.049
C: -3.342 1.749 -3.298  -0.119
C: -2.305 0.886 -2.998  0.020
C: -1.180 1.394 -2.374  -0.072
N: -4.536 1.207 -3.974  -0.346
O: -5.358 2.005 -4.367  0.110
O: -4.607 -0.002 -4.084  0.093
H: -2.074 4.632 -2.078  0.134
H: -4.104 3.745 -3.267  0.133
H: -2.393 -0.154 -3.277  0.129
H: -0.300 0.713 -2.304  0.073

---

[5]
The following is a DFT calculation (ωB97M-V/def2-TZVPD) of C20H13Co2N2O6 as an isolated structure in a non-equilibrium geometry.

Results
- spin multiplicity = 1
- charge = +1
- Kohn-Sham gap (eV) = 5.50
- F_max (eV/Å) = 4.94

Last column: Löwdin charge in e.
CARTESIAN COORDINATES (ANGSTROEM)
O: 0.427 3.080 -0.630  0.185
C: 1.045 2.314 -1.202  -0.082
Co: 1.967 1.060 -2.103  0.124
C: 0.969 0.702 -3.575  -0.078
O: 0.301 0.468 -4.468  0.193
C: 3.604 1.627 -2.665  -0.081
O: 4.626 1.982 -3.017  0.187
C: 2.589 -0.247 -0.649  -0.107
C: 1.366 -0.720 -1.284  -0.309
C: 0.059 -0.369 -0.696  0.043
C: -1.123 -0.808 -1.268  -0.215
C: -2.372 -0.178 -1.014  0.019
C: -3.496 -0.567 -1.687  -0.045
C: -3.437 -1.604 -2.607  -0.021
C: -2.250 -2.266 -2.851  -0.040
C: -1.115 -1.875 -2.203  0.001
Co: 2.996 -1.929 -1.710  0.115
C: 4.710 -1.496 -2.249  -0.060
O: 5.760 -1.220 -2.589  0.187
C: 2.114 -2.506 -3.189  -0.104
O: 1.493 -2.852 -4.076  0.173
C: 2.870 -3.213 -0.461  -0.076
O: 2.735 -4.004 0.345  0.194
H: 2.648 -0.534 0.402  0.080
H: 0.027 0.378 0.080  0.088
H: -2.400 0.677 -0.370  0.118
H: -4.412 -0.009 -1.560  0.119
H: -4.316 -1.882 -3.154  0.118
H: -2.199 -3.044 -3.596  0.122
H: -0.181 -2.339 -2.457  0.075
N: -0.374 1.343 2.402  0.028
C: -1.290 2.264 2.662  -0.167
C: -1.870 2.471 3.891  -0.022
C: -1.471 1.692 4.971  -0.308
N: -1.996 1.873 6.248  0.116
C: -0.495 0.737 4.709  -0.025
C: 0.013 0.614 3.440  -0.164
H: -1.570 2.900 1.835  0.100
H: -2.615 3.234 4.036  0.110
H: -1.513 1.514 7.058  0.098
H: -2.479 2.727 6.486  0.099
H: -0.139 0.114 5.512  0.110
H: 0.794 -0.108 3.254  0.100

---

[6]
The following is a DFT calculation (ωB97M-V/def2-TZVPD) of one molecule with the formula C5H8BrN in a non-equilibrium geometry.

Results
- spin multiplicity = 1
- energy above the lowest of the compared OMol25 structures with the same formula, charge and spin (kcal per mole) = 30.3
- charge = 0
- Kohn-Sham gap (eV) = 8.68
- SMILES string = C[C@H]1C=CN(Br)C1
- F_max (eV/Å) = 3.44

Last column: Löwdin charge in e.
CARTESIAN COORDINATES (ANGSTROEM)
C: 0.448 -1.270 0.229  -0.075
C: -0.780 -1.542 -0.133  -0.226
C: -0.330 0.490 -1.148  -0.188
C: 0.879 0.134 -0.175  -0.300
C: 0.871 1.025 1.035  -0.078
N: -1.453 -0.424 -0.738  -0.438
Br: -2.820 0.435 0.440  0.556
H: 1.131 -2.071 0.608  0.126
H: -1.362 -2.518 -0.159  0.133
H: -0.644 1.530 -1.205  0.108
H: -0.228 0.182 -2.110  0.077
H: 1.867 0.101 -0.690  0.144
H: -0.102 1.316 1.150  0.009
H: 1.371 1.929 0.872  0.062
H: 1.154 0.683 2.023  0.090

---

[7]
The following is a DFT calculation (ωB97M-V/def2-TZVPD) of one molecule with the formula C3H2ClN3O2 in a non-equilibrium geometry.

Results
- spin multiplicity = 1
- energy above the lowest of the compared OMol25 structures with the same formula, charge and spin (kcal per mole) = 140.1
- charge = 0
- Kohn-Sham gap (alpha / beta) (eV) = 7.55 / 7.55
- F_max (eV/Å) = 2.43

Last column: Löwdin charge in e.
CARTESIAN COORDINATES (ANGSTROEM)
C: 0.054 1.441 0.164  -0.120
C: -0.519 0.253 0.591  -0.133
C: 1.432 1.161 -1.867  -0.559
N: 0.934 1.470 -0.835  0.045
N: -0.383 -0.912 0.048  0.105
N: -0.942 -1.974 0.695  -0.470
O: -0.936 -2.019 1.920  0.041
O: -1.350 -2.837 -0.060  0.055
Cl: 2.696 0.731 -2.761  0.822
H: 0.084 2.422 0.631  0.113
H: -1.070 0.266 1.474  0.103

---

[8]
The following is a DFT calculation (ωB97M-V/def2-TZVPD) of one molecule with the formula CH4FIP2 in a non-equilibrium geometry.

Results
- spin multiplicity = 1
- energy above the lowest of the compared OMol25 structures with the same formula, charge and spin (kcal per mole) = 29.1
- charge = 0
- Kohn-Sham gap (eV) = 8.17
- SMILES string = C[PH]#P(F)I
- F_max (eV/Å) = 4.22

Last column: Löwdin charge in e.
CARTESIAN COORDINATES (ANGSTROEM)
C: 0.963 0.691 -0.759  -0.500
F: 0.712 -1.395 1.557  -0.475
P: -0.410 -0.455 -0.696  0.482
P: -0.582 -0.386 1.426  0.412
I: -2.787 -2.127 1.429  0.041
H: 2.062 0.462 -0.802  0.047
H: 0.788 1.386 0.170  0.022
H: 0.711 1.337 -1.734  0.069
H: -1.457 0.486 -0.591  -0.099